# 1
A molecular structure, C23H24AuNO2P in a non-equilibrium geometry, computed with ωB97M-V/def2-TZVPD.

Geometry as XYZ:
```
52
Properties=species:S:1:pos:R:3:nbo_charge:R:1
Au 1.60 0.31 0.78 1.008
O 3.73 3.24 -1.29 -0.574
C 2.80 2.59 -0.89 0.801
O 2.61 2.16 0.28 -0.790
C 1.64 2.29 -1.95 -0.907
P 0.45 1.10 -1.30 1.183
C -1.03 2.04 -0.88 -0.326
C -0.78 3.18 -0.10 -0.215
C -1.83 3.97 0.33 -0.200
C -3.14 3.62 0.02 -0.159
C -3.39 2.46 -0.70 -0.187
C -2.35 1.67 -1.15 -0.212
C 0.43 -0.38 -2.33 -0.316
C -0.66 -1.24 -2.47 -0.201
C -0.53 -2.42 -3.17 -0.193
C 0.70 -2.78 -3.71 -0.168
C 1.81 -1.97 -3.53 -0.187
C 1.68 -0.78 -2.84 -0.220
H 2.07 1.95 -2.90 0.285
H 1.13 3.24 -2.13 0.286
H 0.23 3.44 0.16 0.241
H -1.63 4.86 0.91 0.240
H -3.96 4.24 0.36 0.238
H -4.40 2.18 -0.93 0.236
H -2.56 0.79 -1.73 0.223
H -1.62 -0.98 -2.03 0.215
H -1.39 -3.06 -3.31 0.234
H 0.80 -3.71 -4.25 0.235
H 2.77 -2.27 -3.91 0.238
H 2.56 -0.17 -2.68 0.232
C -1.45 0.12 1.97 -0.438
N -0.13 0.27 2.56 -0.436
C -0.03 1.48 3.35 -0.419
C 0.26 -0.94 3.29 -0.253
C 0.58 -2.04 2.31 -0.114
C 0.16 -3.35 2.50 -0.193
C 0.45 -4.32 1.55 -0.182
C 1.15 -3.99 0.41 -0.199
C 1.57 -2.68 0.21 -0.273
C 1.28 -1.71 1.15 -0.137
H -2.21 0.04 2.75 0.201
H -1.48 -0.77 1.35 0.218
H -1.67 1.00 1.37 0.217
H -0.69 1.43 4.22 0.195
H -0.33 2.33 2.74 0.212
H 1.00 1.63 3.68 0.218
H -0.54 -1.25 3.98 0.204
H 1.15 -0.71 3.89 0.227
H -0.41 -3.61 3.38 0.226
H 0.12 -5.33 1.71 0.230
H 1.37 -4.74 -0.34 0.229
H 2.12 -2.44 -0.68 0.227
```

Computed properties:
F_max: 0.0521 Eh/bohr
total charge: +1
molar mass: 574.39 g mol⁻¹
HOMO-LUMO gap (spin up / spin down): 5.6 / 5.9 eV
LUMO (spin up / spin down): -5.804 / -5.904 eV

---

# 2
C3H5N5 in the gas phase in a non-equilibrium geometry, computed with ωB97M-V/def2-TZVPD.

Geometry as XYZ:
```
13
Properties=species:S:1:pos:R:3:nbo_charge:R:1
C -2.58 -0.14 -0.11 -0.125
C 0.20 1.30 0.07 0.246
C 1.81 -0.11 -0.17 0.501
H -2.51 0.36 0.92 0.197
H -3.63 -0.01 -0.88 0.218
H -0.38 2.26 0.47 0.217
H 3.07 -1.48 -0.09 0.324
H 0.81 -1.70 0.58 0.392
N -1.40 -0.50 -0.68 -0.239
N -0.40 -0.03 0.44 -0.203
N 1.35 1.28 -0.43 -0.411
N 3.03 -0.35 -0.20 -0.632
N 0.63 -0.87 0.08 -0.486
```

Computed properties:
F_max: 0.1354 Eh/bohr
structure (SMILES): [H]/N=c1/ncn(N=C)[nH]1
molar mass: 111.11 g mol⁻¹
HOMO-LUMO gap: 9.3 eV
LUMO: 0.228 eV